Record 1
The following is a quantum chemistry calculation of C5H7ClO2 in the gas phase in a non-equilibrium geometry, from OMol25.

The geometry in XYZ format:
```
15
Properties=species:S:1:pos:R:3:forces:R:3
C 1.8741 1.6634 1.2012 -1.3 2.5 2.3
C 3.0126 2.0614 1.9073 -1.0 -3.2 -2.5
C 0.3839 0.3374 -0.1652 4.2 -0.4 1.4
C -1.7053 -1.7855 -0.4116 2.1 3.8 1.3
C -0.8924 -1.0633 -1.5152 -0.3 -0.6 0.4
O 1.4861 0.5328 0.5057 -0.2 -2.7 -3.3
O 0.4061 -0.5875 -1.1000 0.3 0.6 1.6
Cl 2.6663 3.5036 2.7122 -0.3 1.1 0.6
H 0.8903 2.1046 1.3298 0.0 1.4 0.4
H -0.4676 0.9102 0.0932 -1.0 0.6 -0.1
H -1.2297 -2.6751 -0.1949 0.5 -2.2 0.4
H -1.7149 -1.1862 0.5853 -0.2 -0.8 -1.7
H -2.6552 -1.8222 -0.8220 -2.0 -0.7 -0.3
H -1.4143 -0.1643 -1.8500 -0.2 -0.4 -0.6
H -0.6401 -1.8293 -2.2759 -0.4 1.0 0.0
```
Forces are in eV/Å.

Computed properties:
HOMO (alpha / beta) = -0.263 / -0.263 Eh
energy = -805.1594 Ha
ΔE to the lowest compared entry with this formula, charge and spin = 600.06 kJ/mol
max |F| = 4.531 eV/A
net charge = 0
HOMO-LUMO gap (alpha / beta) = 0.225 / 0.225 hartree



Record 2
The following is a quantum chemistry calculation of a gas-phase ion, C4H9N2O2 (charge -1) in a non-equilibrium geometry, from OMol25.

The geometry in XYZ format:
```
17
Properties=species:S:1:pos:R:3:forces:R:3
N -0.3920 0.4364 -2.6107 3.3 1.5 -2.4
C -0.3636 0.9018 -1.2823 -1.4 -2.3 2.4
C 1.0001 0.6074 -0.5413 0.0 -2.8 -0.6
N 0.9214 0.3446 0.7922 0.7 2.1 -0.3
C -0.3090 0.3143 1.5694 -1.1 -0.5 -0.3
C -0.6603 -1.2308 1.6470 -0.8 -0.4 -0.9
O -1.9461 -1.4278 1.7375 -0.9 -0.3 0.0
O 1.9875 0.2493 -1.2259 -0.9 1.3 0.9
H -0.8767 -0.3709 -2.9093 -0.2 -0.9 0.5
H 0.6118 0.4906 -2.9834 -2.1 -0.6 0.5
H -0.6207 1.9341 -1.2825 -0.2 1.1 0.5
H -1.1779 0.2981 -0.6892 1.5 1.4 -1.0
H 1.7151 -0.1331 1.2285 -0.4 0.3 -0.6
H -1.1895 0.9591 1.0990 2.1 -1.6 1.1
H -0.1800 0.5587 2.6272 0.3 0.8 -0.3
H -0.1749 -1.6284 0.5615 -0.4 0.1 2.2
H -0.1480 -1.7028 2.6276 0.4 0.7 -1.7
```
Forces are in eV/Å.

Computed properties:
HOMO = -0.101 Eh
energy = -417.7609 Ha
ΔE to the lowest compared entry with this formula, charge and spin = 319.59 kJ/mol
max |F| = 4.336 eV/A
net charge = -1
HOMO-LUMO gap = 0.247 hartree



Record 3
The following is a quantum chemistry calculation of 5 unconnected molecules or ions with the total composition C35H50N2O17S in a non-equilibrium geometry, from OMol25.

The geometry in XYZ format:
```
105
Properties=species:S:1:pos:R:3:forces:R:3
C 3.9098 -0.2034 3.0661 1.4 0.0 -0.8
O 2.9789 -0.4178 1.9775 -0.8 -0.2 1.1
C 1.6088 -0.1507 2.3614 -0.6 0.2 1.7
C 1.0910 1.3412 2.0426 -0.5 -0.1 -0.3
C 1.9538 2.1423 0.9446 -1.9 0.6 -0.6
C 0.8743 2.7498 -0.1244 0.4 -0.2 -0.2
C 1.5629 3.2638 -1.4901 -0.3 -0.6 -0.5
C 1.0923 4.7204 -1.9795 0.5 0.0 0.1
C -0.3957 4.7460 -2.6304 0.1 1.1 1.0
C -1.4629 4.7404 -1.4148 -2.0 -2.6 0.6
C -1.6978 6.0001 -0.4978 -3.0 -3.2 2.1
C -2.7278 5.9060 0.6782 2.0 -1.2 -3.2
C -2.9615 7.2260 1.5446 0.6 0.3 0.2
C -3.5928 6.9801 2.9897 -0.1 -0.8 3.2
O -2.9679 6.8398 4.0657 -1.8 0.5 -4.5
O -5.0399 6.9583 3.0469 2.1 -0.4 -0.9
C -3.4490 4.5315 0.8611 -1.6 -1.8 0.6
N -4.4431 4.2288 1.8545 2.0 -0.7 -2.3
S -4.9813 2.5990 1.7556 3.5 2.9 -3.0
N -4.0306 2.1092 0.3945 1.4 3.9 0.0
C -3.2348 3.2240 -0.0346 -0.3 0.8 1.0
C -2.2053 3.3698 -1.2063 0.4 3.6 1.0
O -1.8881 2.2741 -2.0723 -1.7 0.1 1.3
C -3.0575 1.5796 -2.5349 -3.0 1.4 -1.3
O -3.9498 2.2465 -3.1071 3.3 -2.9 2.3
C -3.1330 -0.0006 -2.2896 0.3 -3.8 0.3
C -2.1540 -0.9344 -3.0829 -2.3 -1.1 2.3
C -2.2144 -2.4744 -2.9095 -1.9 1.9 1.5
C -3.2405 -3.1614 -1.9415 0.4 4.0 -0.6
C -4.2221 -2.2581 -1.1374 3.0 1.4 -2.9
C -4.1597 -0.6890 -1.3273 1.7 -2.0 -1.6
H 4.1189 0.9205 3.1256 -0.3 -1.5 0.5
H 4.9049 -0.7033 2.7392 -1.7 0.8 0.5
H 3.6170 -0.6921 4.0572 0.1 0.8 -1.3
H 1.5580 -0.2720 3.5156 -0.1 0.1 -1.8
H 0.8714 -0.9480 1.9542 1.6 1.3 0.2
H 0.9613 1.9740 3.0059 0.5 -1.1 -1.6
H 0.0126 1.2270 1.6265 1.7 0.2 0.7
H 2.4378 3.0422 1.4565 -0.2 -1.4 -0.9
H 2.6642 1.4998 0.3235 -0.7 0.8 1.3
H 0.1245 1.9153 -0.4180 1.2 1.4 0.7
H 0.2831 3.6026 0.3682 0.8 -1.3 -0.6
H 2.7169 3.1588 -1.4240 -1.9 0.5 0.0
H 1.2505 2.5179 -2.3247 0.6 1.2 1.3
H 1.1054 5.4458 -1.0804 -0.1 -1.1 -1.3
H 1.8820 5.1306 -2.7163 -1.4 -0.7 0.9
H -0.5694 3.9090 -3.3878 0.2 1.0 1.4
H -0.5050 5.7376 -3.2174 0.1 -1.5 1.1
H -1.1284 6.9739 -0.6797 -0.9 -1.7 0.2
H -1.9151 7.6944 1.7191 -1.8 -0.9 -0.2
H -3.5664 8.0263 0.9627 0.7 -1.6 1.0
H -5.3366 6.0682 3.3468 0.6 0.8 -0.1
H -1.4005 -0.4300 -3.7889 -1.3 -1.1 1.2
H -1.4736 -3.1205 -3.5160 -1.4 1.2 1.1
H -3.2117 -4.3079 -1.8845 -0.2 2.1 0.1
H -4.9736 -2.7373 -0.4256 1.2 0.9 -1.2
H -4.9278 -0.0907 -0.7370 1.4 -0.7 -1.0
C -1.1667 -8.1257 -6.0971 0.3 -0.3 0.2
O -2.1038 -7.2473 -6.7177 0.0 0.5 0.1
C -1.9586 -5.9554 -6.3756 -0.1 0.0 -0.1
O -1.1304 -5.5109 -5.6165 -0.4 -0.2 -0.3
O -2.8960 -5.2445 -7.0254 0.3 -0.4 0.2
C -2.8587 -3.8448 -6.7540 -0.1 0.5 0.1
H -1.3773 -9.1379 -6.4449 -0.2 0.2 -0.1
H -0.1456 -7.8665 -6.3859 -0.1 0.1 0.2
H -1.2786 -8.1035 -5.0106 0.1 0.1 -0.1
H -1.9045 -3.4162 -7.0695 0.0 -0.1 0.2
H -3.0370 -3.6532 -5.6931 0.2 0.0 -0.1
H -3.6554 -3.3705 -7.3283 0.0 -0.3 0.0
C 3.2899 -0.9154 -2.0069 -0.2 -0.3 0.4
O 3.7462 0.2012 -2.7709 0.2 0.1 -0.5
C 4.1059 -0.1007 -4.0302 0.0 0.0 0.1
O 4.0713 -1.1971 -4.5347 0.0 0.5 0.2
O 4.5113 1.0328 -4.6306 -0.2 -0.3 0.3
C 4.9261 0.8612 -5.9844 0.1 0.0 -0.4
H 3.0280 -0.5545 -1.0110 0.1 0.2 -0.2
H 2.3983 -1.3545 -2.4608 0.2 0.0 -0.1
H 4.0805 -1.6624 -1.9063 -0.1 0.0 -0.1
H 4.0999 0.4929 -6.5971 0.1 -0.1 0.1
H 5.7820 0.1849 -6.0427 -0.2 0.0 0.0
H 5.2305 1.8367 -6.3663 -0.1 0.0 0.3
C 7.7156 -3.0858 4.7260 0.4 0.0 -0.2
O 6.3397 -2.8841 5.0439 -0.3 -0.1 0.4
C 5.9931 -3.2895 6.2781 0.0 0.0 0.0
O 6.7299 -3.7876 7.0943 -0.4 0.2 -0.4
O 4.6814 -3.0430 6.4440 0.4 0.0 -0.2
C 4.1711 -3.4260 7.7198 -0.2 -0.1 0.4
H 7.8800 -2.7234 3.7103 -0.3 0.0 0.1
H 8.3555 -2.5161 5.4038 -0.1 -0.2 0.0
H 7.9671 -4.1484 4.7583 0.0 0.1 0.2
H 4.6695 -2.8699 8.5171 0.1 -0.2 -0.1
H 4.2811 -4.5022 7.8717 0.1 0.2 0.0
H 3.1083 -3.1814 7.7410 0.2 0.1 -0.3
C -3.9236 -0.8657 2.0788 -0.1 0.1 -0.4
O -3.0097 -1.0367 3.1608 -0.1 -0.3 0.5
C -3.4198 -1.9113 4.0956 0.1 0.1 0.0
O -4.4568 -2.5301 4.0821 0.5 0.3 0.0
O -2.4734 -1.9765 5.0487 -0.2 0.1 -0.4
C -2.7776 -2.8744 6.1143 0.0 -0.3 0.4
H -3.4924 -0.1414 1.3869 0.2 -0.1 0.3
H -4.0693 -1.8070 1.5452 -0.1 0.1 0.2
H -4.8783 -0.4730 2.4394 0.0 -0.2 0.0
H -2.8780 -3.8961 5.7408 -0.1 0.1 0.0
H -3.6860 -2.5619 6.6344 0.0 -0.1 -0.2
H -1.9478 -2.8458 6.8218 0.0 0.2 -0.3
```
Forces are in eV/Å.

Computed properties:
HOMO = -0.312 Eh
energy = -3150.0339 Ha
max |F| = 5.470 eV/A
net charge = 0
HOMO-LUMO gap = 0.252 hartree



Record 4
The following is a quantum chemistry calculation of 3 unconnected molecules or ions with the total composition C17H22BClO in a non-equilibrium geometry, from OMol25.

The geometry in XYZ format:
```
42
Properties=species:S:1:pos:R:3:forces:R:3
C -3.0196 0.3738 2.4512 0.2 0.2 0.6
C -1.6813 0.1745 3.1695 -0.7 -0.1 -0.9
C -0.5222 -0.1541 2.2184 0.2 0.6 0.2
Cl -0.8954 -1.4810 1.0612 -0.2 0.3 -0.1
B -0.0407 1.1835 1.5407 -0.1 -0.4 -0.4
C -0.1855 1.4930 0.0018 0.3 0.7 0.6
C 0.1655 2.9329 -0.3228 0.2 -1.9 -2.1
O 0.2172 3.7799 0.4834 0.0 2.4 2.2
H -2.9715 1.2294 1.7861 -0.1 0.0 -0.4
H -3.3409 -0.5186 1.9311 0.0 -0.1 -0.2
H -3.7579 0.6112 3.2109 -0.3 0.0 0.0
H -1.4365 1.1240 3.6339 0.2 0.0 0.5
H -1.8313 -0.5889 3.9230 0.3 -0.2 0.2
H 0.3035 -0.4938 2.8404 0.2 -0.3 0.0
H 0.4779 1.9686 2.2676 0.0 0.0 0.1
H -1.2067 1.3086 -0.3342 0.0 -0.3 -0.2
H 0.4924 0.8395 -0.5496 -0.2 -0.3 -0.2
H 0.4191 3.2077 -1.3711 -0.2 -0.4 -0.1
C 0.1419 3.9671 -6.5265 0.0 0.0 0.0
C -0.3668 4.7980 -5.5379 0.0 0.0 0.0
C 0.2792 4.8966 -4.3134 0.0 0.0 0.0
C 1.4391 4.1702 -4.0812 0.0 0.0 0.0
C 1.9497 3.3415 -5.0708 0.0 0.0 0.0
C 1.2991 3.2371 -6.2923 0.0 0.0 0.0
H -0.3638 3.8883 -7.4806 0.0 0.0 0.0
H -1.2680 5.3692 -5.7218 0.0 0.0 0.0
H -0.1207 5.5402 -3.5397 0.0 0.0 0.0
H 1.9461 4.2508 -3.1274 0.0 0.0 0.0
H 2.8553 2.7762 -4.8896 0.0 0.0 0.0
H 1.6945 2.5872 -7.0626 0.0 0.0 0.0
C 1.4186 -5.0176 1.8124 0.0 0.0 0.0
C 1.7484 -6.2599 2.3374 0.0 0.0 0.0
C 1.1151 -6.7194 3.4840 0.0 0.0 0.0
C 0.1458 -5.9401 4.1005 0.0 0.0 0.0
C -0.1856 -4.6994 3.5727 0.0 0.0 0.0
C 0.4523 -4.2342 2.4304 0.1 0.1 0.0
H 1.9151 -4.6585 0.9192 0.0 0.0 0.0
H 2.5001 -6.8707 1.8530 0.0 0.0 0.0
H 1.3764 -7.6856 3.8970 0.0 0.0 0.0
H -0.3515 -6.3006 4.9924 0.0 0.0 0.0
H -0.9439 -4.0925 4.0530 0.0 0.0 0.0
H 0.1932 -3.2603 2.0215 0.2 -0.5 0.2
```
Forces are in eV/Å.

Computed properties:
HOMO = -0.340 Eh
energy = -1221.2227 Ha
max |F| = 3.247 eV/A
net charge = 0
HOMO-LUMO gap = 0.354 hartree